Record 1
Entry from OMol25: a molecular structure, C16H14N4NaO3S (ωB97M-V with the def2-TZVPD basis set).

Geometry (Å):
Na  -0.80  0.43  0.27
O  0.21  1.09  -3.05
C  1.25  1.03  -3.69
O  1.91  2.65  -1.19
C  2.69  2.22  -2.01
O  4.03  2.44  -1.85
N  2.49  1.60  -3.27
C  4.77  1.95  -2.99
C  3.80  1.27  -3.93
H  5.51  1.23  -2.61
H  5.24  2.82  -3.46
H  3.98  0.15  -3.93
H  3.87  1.72  -4.95
C  1.29  0.33  -4.97
C  0.23  -0.46  -5.27
H  2.23  0.50  -5.50
H  -0.61  -0.57  -4.56
H  0.17  -0.99  -6.23
N  -1.94  -1.62  3.86
C  -3.14  -0.88  3.81
C  -4.27  -0.76  4.63
C  -5.26  0.17  4.29
C  -5.10  0.94  3.12
C  -4.00  0.81  2.28
C  -3.03  -0.11  2.65
N  -1.82  -0.36  2.04
C  -1.16  -1.28  2.77
C  0.17  -1.81  2.42
C  0.88  -2.79  3.10
S  2.34  -3.19  2.26
C  1.99  -1.95  1.10
N  0.84  -1.31  1.29
H  -1.67  -2.24  4.61
H  -4.45  -1.36  5.52
H  -6.17  0.33  4.90
H  -5.88  1.65  2.85
H  -3.83  1.40  1.38
H  0.55  -3.25  4.04
H  2.68  -1.77  0.28

Summary:
- Total charge: +1
- Orbital gap: 8.42 eV
- Electronic energy: -1623.21032 hartree
- Multiplicity: 1
- E_LUMO: -0.1061 hartree


Record 2
Entry from OMol25: 2 unconnected molecules or ions with the total composition C16H15BClF3OS (ωB97M-V with the def2-TZVPD basis set).

Geometry (Å):
C  -2.71  -1.85  2.50
O  -1.37  -1.34  2.56
C  -1.15  -0.04  2.42
C  0.19  0.34  2.37
B  1.47  -0.73  2.59
F  1.23  -1.42  3.77
F  1.43  -1.52  1.44
F  2.59  0.11  2.66
S  0.24  2.03  1.95
C  -1.46  2.23  1.98
C  -2.11  1.04  2.28
H  -2.59  -2.93  2.48
H  -3.28  -1.56  3.41
H  -3.26  -1.51  1.60
H  -1.87  3.23  2.12
H  -3.19  0.91  2.36
Cl  1.57  7.84  -0.14
C  0.46  6.54  -0.16
C  0.78  5.36  -0.84
C  -0.12  4.29  -0.83
C  -1.36  4.39  -0.15
C  -2.30  3.28  -0.18
C  -3.71  3.38  0.38
C  -4.49  2.20  -0.30
C  -3.49  1.64  -1.28
C  -2.27  2.28  -1.18
C  -1.66  5.60  0.53
C  -0.76  6.66  0.54
H  1.72  5.28  -1.38
H  0.14  3.37  -1.36
H  -3.79  3.31  1.47
H  -4.15  4.34  0.08
H  -4.79  1.45  0.46
H  -5.41  2.56  -0.77
H  -3.74  0.84  -1.97
H  -1.40  2.07  -1.81
H  -2.62  5.70  1.04
H  -0.99  7.58  1.07

Summary:
- Orbital gap: 4.82 eV
- Electronic energy: -1876.80796 hartree
- Multiplicity: 1
- E_LUMO: -0.1024 hartree


Record 3
Entry from OMol25: a molecular structure, C16H15BrCdTe (ωB97M-V with the def2-TZVPD basis set).

Geometry (Å):
C  -1.94  -0.87  -0.84
C  -1.83  -1.40  0.48
C  -1.94  -0.31  1.39
H  -1.73  -2.44  0.74
C  -2.10  0.89  0.64
C  -2.13  0.54  -0.75
H  -2.35  1.20  -1.58
H  -1.97  -1.45  -1.75
H  -1.92  -0.36  2.47
H  -2.25  1.88  1.08
Cd  0.53  0.53  -0.24
Br  1.55  -1.05  -1.85
C  2.75  0.69  -4.80
C  1.65  1.49  -5.24
C  0.66  0.61  -5.77
H  1.58  2.57  -5.19
C  1.14  -0.73  -5.65
C  2.44  -0.68  -5.06
H  3.07  -1.53  -4.82
H  3.66  1.06  -4.34
H  -0.30  0.90  -6.19
H  0.62  -1.63  -5.96
Te  1.06  1.87  2.07
C  0.36  0.87  3.78
C  -0.79  1.19  4.55
C  -1.08  0.48  5.74
C  -0.23  -0.54  6.19
C  0.92  -0.86  5.44
C  1.21  -0.16  4.25
H  -1.48  1.98  4.22
H  -1.97  0.71  6.33
H  -0.43  -1.07  7.14
H  1.59  -1.65  5.78
H  2.10  -0.43  3.67

Summary:
- Total charge: -2
- Orbital gap: 4.39 eV
- Electronic energy: -3628.43134 hartree
- Multiplicity: 1
- E_LUMO: 0.1574 hartree


Record 4
Entry from OMol25: a molecular structure, C16H15BrNO4S (ωB97M-V with the def2-TZVPD basis set).

Geometry (Å):
C  -5.01  -0.64  -3.07
C  -3.53  -0.50  -2.89
C  -2.98  0.78  -2.73
C  -1.64  0.92  -2.41
C  -0.78  -0.19  -2.33
C  0.63  -0.02  -2.01
C  1.62  -0.81  -2.52
N  2.94  -0.33  -2.46
O  3.91  -0.95  -2.98
O  3.10  0.79  -1.89
C  -1.32  -1.47  -2.61
C  -2.69  -1.62  -2.86
H  -5.30  -1.69  -3.09
H  -5.50  -0.17  -2.21
H  -5.39  -0.14  -3.97
H  -3.61  1.65  -2.86
H  -1.20  1.91  -2.26
H  0.87  0.92  -1.53
H  1.44  -1.70  -3.17
H  -0.64  -2.33  -2.63
H  -3.10  -2.61  -3.05
Br  2.02  -1.74  0.42
C  1.46  0.03  0.35
S  0.37  0.52  1.58
C  1.26  0.55  3.16
C  1.38  -0.58  3.99
C  2.00  -0.45  5.24
C  2.58  0.76  5.62
C  2.56  1.85  4.73
C  1.93  1.73  3.49
O  0.02  1.90  1.25
O  -0.68  -0.45  1.80
H  2.18  0.74  -0.04
H  1.00  -1.55  3.66
H  2.03  -1.30  5.92
H  3.08  0.86  6.58
H  3.02  2.79  5.00
H  1.97  2.55  2.77

Summary:
- Total charge: -1
- Orbital gap: 6.08 eV
- Electronic energy: -3946.49748 hartree
- Multiplicity: 1
- E_LUMO: 0.0887 hartree


Record 5
Entry from OMol25: a molecular structure, C16H15CuIN2O3S2 (ωB97M-V with the def2-TZVPD basis set).

Geometry (Å):
Cu  1.08  0.83  -1.33
C  -1.29  -2.25  -3.88
C  -1.43  -2.25  -2.39
N  -2.36  -2.99  -1.84
C  -2.50  -2.98  -0.50
C  -1.64  -2.34  0.34
C  -1.83  -2.43  1.83
O  -1.19  -3.57  2.41
C  -0.59  -1.56  -0.21
C  0.48  -1.14  0.66
N  1.29  -0.17  0.43
C  2.28  0.23  1.30
C  2.14  0.15  2.69
C  3.10  0.65  3.55
C  4.25  1.24  3.04
C  4.42  1.33  1.67
C  3.45  0.84  0.82
I  3.75  1.01  -1.28
C  -0.56  -1.37  -1.63
O  0.19  -0.57  -2.28
H  -2.01  -2.93  -4.32
H  -0.28  -2.56  -4.16
H  -1.43  -1.25  -4.27
H  -3.36  -3.53  -0.11
H  -2.91  -2.45  2.05
H  -1.41  -1.56  2.33
H  -1.47  -4.34  1.90
H  0.65  -1.78  1.53
H  1.23  -0.28  3.09
H  2.94  0.60  4.62
H  5.00  1.65  3.71
H  5.31  1.79  1.25
C  -2.80  4.90  -1.31
O  -1.74  4.25  -0.63
C  -0.86  3.50  -1.34
S  -1.02  3.27  -2.98
S  0.34  2.83  -0.34
H  -3.42  5.36  -0.53
H  -3.38  4.20  -1.90
H  -2.42  5.67  -1.98

Summary:
- Total charge: -1
- Orbital gap: 6.37 eV
- Electronic energy: -3688.56945 hartree
- Multiplicity: 1
- E_LUMO: 0.0884 hartree


Record 6
Entry from OMol25: a molecular structure, C16H15F3MoN3O4S2 (ωB97M-V with the def2-TZVPD basis set).

Geometry (Å):
Mo  -0.92  0.20  -0.40
C  0.01  -3.45  -1.84
O  -0.69  -2.75  -2.84
C  -1.70  -1.94  -2.50
S  -2.53  -1.22  -3.72
S  -2.21  -1.88  -0.84
H  0.74  -4.06  -2.37
H  -0.67  -4.09  -1.26
H  0.51  -2.76  -1.15
C  -0.58  2.89  3.48
N  -0.40  1.49  3.18
C  -0.49  0.53  4.21
C  -0.53  -0.80  3.86
C  -0.48  -1.18  2.53
N  -0.40  -0.21  1.54
C  -0.39  1.09  1.89
O  -0.38  1.91  0.94
N  -0.42  -2.49  2.08
H  -0.13  3.12  4.45
H  -1.65  3.15  3.51
H  -0.11  3.48  2.70
H  -0.48  0.92  5.20
H  -0.59  -1.56  4.63
H  -0.79  -3.17  2.73
H  -0.80  -2.59  1.14
F  -3.01  0.93  0.76
C  -3.38  2.09  0.14
F  -4.71  2.18  0.32
F  -2.83  3.07  0.89
C  -2.95  2.16  -1.41
O  -3.54  2.98  -2.07
O  -2.05  1.35  -1.70
C  0.65  -0.13  -1.32
C  1.91  -0.08  -1.88
C  2.74  0.98  -1.46
C  4.03  1.09  -1.91
C  4.55  0.15  -2.79
C  3.74  -0.88  -3.25
C  2.44  -1.00  -2.82
H  2.31  1.70  -0.77
H  4.65  1.91  -1.57
H  5.58  0.23  -3.13
H  4.14  -1.59  -3.96
H  1.81  -1.78  -3.21

Summary:
- Total charge: -1
- ⟨S²⟩: 2.11
- Orbital gap (alpha / beta): 5.60 / 7.23 eV
- Electronic energy: -2248.17712 hartree
- Multiplicity: 3
- E_LUMO (alpha / beta): 0.1027 / 0.1016 hartree


Record 7
Entry from OMol25: C16H15FIN5O3 in the gas phase (ωB97M-V with the def2-TZVPD basis set).

Geometry (Å):
C  -4.82  -3.19  -0.48
C  -4.21  -1.88  -1.00
O  -2.79  -2.05  -1.14
C  -4.41  -0.76  0.00
O  -3.97  0.51  -0.50
N  -2.81  0.99  0.20
C  -1.55  0.92  -0.30
O  -1.42  0.32  -1.39
C  -0.48  1.64  0.43
N  -0.87  2.39  1.58
C  0.05  2.99  2.31
C  1.40  2.99  1.81
C  2.55  3.67  2.20
N  3.61  3.28  1.40
C  3.09  2.45  0.50
N  1.75  2.27  0.72
C  0.84  1.48  0.02
N  1.24  0.54  -0.97
C  2.36  -0.31  -0.84
C  3.03  -0.70  -2.00
C  4.11  -1.60  -1.90
C  4.54  -2.08  -0.65
I  6.27  -3.53  -0.40
C  3.88  -1.60  0.51
C  2.77  -0.79  0.42
F  2.06  -0.50  1.53
H  -4.71  -4.03  -1.17
H  -5.92  -3.13  -0.38
H  -4.44  -3.48  0.51
H  -4.63  -1.59  -2.00
H  -2.36  -1.15  -1.33
H  -5.42  -0.64  0.34
H  -3.84  -0.94  0.90
H  -3.00  1.70  0.91
H  -0.21  3.50  3.24
H  2.59  4.37  2.98
H  3.68  1.91  -0.23
H  0.47  0.15  -1.55
H  2.70  -0.23  -2.95
H  4.67  -1.91  -2.77
H  4.23  -1.98  1.45

Summary:
- Orbital gap: 8.06 eV
- Electronic energy: -1515.69010 hartree
- SMILES: C[C@H](O)CONC(=O)c1ncc2cncn2c1Nc1ccc(I)cc1F
- Multiplicity: 1
- E_LUMO: -0.0106 hartree


Record 8
Entry from OMol25: C16H15FN2O3S in the gas phase (ωB97M-V with the def2-TZVPD basis set).

Geometry (Å):
C  -0.23  -0.36  2.14
H  -1.05  -1.04  2.35
H  0.24  -0.07  3.08
H  0.51  -0.88  1.54
C  -0.76  0.88  1.42
C  -1.30  0.55  0.06
N  -0.57  1.11  -0.88
O  -0.72  1.04  -2.12
C  0.51  1.92  -0.32
N  0.25  1.90  1.12
O  1.44  1.75  1.88
H  1.57  2.60  2.34
C  0.42  3.33  -0.88
H  1.34  3.87  -0.68
H  -0.42  3.85  -0.43
H  0.28  3.27  -1.95
C  1.92  1.32  -0.62
O  2.86  2.04  -0.82
C  2.06  -0.16  -0.50
C  1.33  -1.06  -1.26
C  1.52  -2.42  -1.09
C  2.44  -2.86  -0.15
C  3.19  -1.98  0.60
C  3.01  -0.63  0.41
H  3.58  0.09  0.98
H  3.91  -2.36  1.31
F  2.60  -4.19  0.02
H  0.96  -3.14  -1.68
H  0.64  -0.72  -2.01
C  -2.45  -0.25  -0.20
C  -2.95  -0.64  -1.42
C  -4.13  -1.40  -1.30
C  -4.51  -1.59  -0.01
S  -3.45  -0.83  1.11
H  -5.36  -2.12  0.37
H  -4.67  -1.80  -2.14
H  -2.49  -0.37  -2.35
H  -1.53  1.35  2.04

Summary:
- Orbital gap: 8.21 eV
- Electronic energy: -1451.87421 hartree
- Multiplicity: 1
- E_LUMO: -0.0001 hartree